(1)
58
Properties=species:S:1:pos:R:3:forces:R:3:nbo_charge:R:1 method="wB97M-V/def2-TZVPD" e_tot_ha=-12438.551606 homo_ev=-1.999 charge=-2
Ti 0.214 -0.536 -0.595 0.266 -0.375 0.829 1.402
O 1.498 0.293 -4.738 0.003 0.006 0.026 -0.646
C 0.881 -0.139 -3.644 -0.046 0.125 -0.041 0.817
O 0.566 0.592 -2.724 0.200 0.035 -0.304 -0.579
C 0.559 -1.573 -3.600 -0.123 -0.145 0.100 0.046
C 0.802 -2.519 -4.567 -0.055 0.095 -0.033 -0.137
C 0.401 -3.827 -4.305 0.073 -0.074 -0.043 -0.160
C -0.201 -4.134 -3.106 -0.089 -0.004 0.138 -0.157
C -0.381 -3.113 -2.177 0.078 0.104 -0.112 0.132
N -0.001 -1.877 -2.427 0.080 0.088 -0.112 -0.445
C -1.011 -3.231 -0.816 0.076 -0.283 0.191 0.785
O -1.600 -4.234 -0.472 -0.035 0.142 -0.068 -0.603
O -0.860 -2.139 -0.127 0.047 0.201 -0.051 -0.783
H 1.744 1.216 -4.575 -0.006 0.012 0.004 0.504
H 1.310 -2.254 -5.481 0.017 0.035 0.007 0.242
H 0.616 -4.605 -5.025 -0.017 -0.008 -0.007 0.219
H -0.502 -5.137 -2.844 -0.005 -0.021 0.032 0.246
C -1.350 1.281 2.525 -0.011 -0.064 -0.011 -0.085
C -1.237 -0.028 2.140 -0.022 0.069 0.060 -0.015
C 0.173 -0.310 1.815 -0.049 -0.047 -0.329 -0.292
C 0.880 0.937 2.148 0.015 0.053 0.015 0.006
C -0.035 1.879 2.532 0.039 0.005 -0.048 -0.092
C 0.233 3.315 2.878 -0.007 0.013 -0.008 -0.636
C 2.368 1.114 2.183 0.011 0.012 0.039 -0.645
C 0.760 -1.611 2.344 0.003 -0.062 -0.044 -0.620
C -2.325 -1.051 2.267 0.010 -0.008 0.017 -0.642
C -2.607 2.009 2.899 -0.003 0.028 -0.014 -0.633
H 0.245 3.491 3.960 -0.012 -0.014 0.001 0.195
H -0.536 3.973 2.462 -0.004 0.007 -0.006 0.198
H 1.191 3.653 2.480 0.002 -0.015 0.003 0.213
H 2.823 1.121 1.192 -0.014 0.039 0.040 0.237
H 2.847 0.300 2.734 -0.005 -0.004 -0.017 0.213
H 2.630 2.047 2.685 0.000 0.005 0.011 0.193
H 0.348 -2.493 1.852 -0.009 0.019 0.039 0.236
H 0.551 -1.703 3.419 0.015 0.024 0.012 0.181
H 1.840 -1.646 2.203 -0.012 -0.016 -0.008 0.226
H -2.328 -1.769 1.454 0.011 -0.006 -0.019 0.247
H -3.308 -0.576 2.318 0.000 0.003 -0.003 0.192
H -2.196 -1.621 3.196 0.006 -0.010 -0.014 0.198
H -2.588 3.045 2.547 -0.002 0.002 -0.006 0.199
H -2.761 2.049 3.984 0.014 -0.001 0.004 0.195
H -3.490 1.539 2.464 -0.003 -0.010 0.002 0.208
F -2.614 0.412 -0.643 -0.101 -0.068 0.003 -0.322
C -1.906 1.564 -0.536 0.197 0.255 0.121 0.365
C -0.532 1.498 -0.493 -0.306 -0.109 -0.255 -0.501
C 0.123 2.710 -0.478 0.076 -0.079 0.088 0.395
F 1.469 2.764 -0.482 -0.025 0.018 -0.006 -0.314
C -0.541 3.923 -0.438 0.003 0.021 -0.011 0.228
F 0.128 5.091 -0.399 -0.003 0.003 0.003 -0.314
C -1.925 3.938 -0.427 0.018 0.036 0.041 0.258
F -2.589 5.108 -0.369 0.009 -0.002 -0.004 -0.313
C -2.619 2.748 -0.473 -0.177 -0.085 -0.091 0.231
F -3.968 2.765 -0.468 0.030 0.000 -0.012 -0.315
Se 2.487 -4.851 -0.453 -0.102 0.008 -0.098 -0.776
Sb 3.920 -3.123 -1.325 -0.142 -0.040 0.050 1.123
Se 3.984 -2.852 -3.730 0.062 0.024 -0.078 -0.844
Se 5.930 -2.603 -0.134 0.101 0.003 0.025 -0.765
Se 2.491 -0.817 -0.610 -0.079 0.065 -0.051 -0.496

(2)
43
Properties=species:S:1:pos:R:3:forces:R:3:lowdin_spin:R:1 method="wB97M-V/def2-TZVPD" e_tot_ha=-3928.189271 spin_multiplicity=2 homo_ev="-2.284 / -2.574" charge=-2 s_squared=0.844
Co -0.440 1.115 -0.507 0.110 -0.139 0.404 0.979
O 5.213 1.078 1.661 -0.054 -0.064 0.040 0.000
C 3.896 1.157 1.277 0.002 0.013 -0.007 0.000
C 2.929 0.334 1.839 -0.033 0.094 0.032 0.000
C 1.625 0.464 1.399 -0.005 0.104 0.206 -0.001
N 1.284 1.365 0.484 -0.106 -0.175 -0.278 0.004
C 2.216 2.108 -0.107 0.033 0.131 0.098 0.001
C 3.545 2.052 0.280 -0.021 -0.036 0.122 0.001
C 1.740 2.939 -1.313 -0.057 -0.243 -0.005 0.002
O 2.545 3.752 -1.777 0.222 0.214 -0.040 0.001
O 0.588 2.637 -1.708 -0.073 -0.001 -0.144 0.026
C 0.549 -0.548 1.802 0.191 -0.127 -0.519 0.002
O 0.924 -1.512 2.495 0.146 -0.259 0.245 0.001
O -0.559 -0.420 1.238 -0.405 0.053 0.059 0.031
H 5.290 0.362 2.304 -0.034 0.097 -0.077 0.000
H 3.160 -0.427 2.574 -0.009 -0.030 -0.011 0.000
H 4.271 2.675 -0.218 0.020 0.043 -0.054 0.000
N -1.998 -3.317 -2.176 -0.340 -0.073 -0.142 0.000
C -1.651 -2.426 -1.035 0.109 0.120 0.101 0.000
C -1.888 -3.201 0.263 -0.036 0.057 0.032 0.000
P -2.773 -0.903 -1.132 -0.043 0.111 0.078 0.000
O -3.299 -0.753 0.381 -0.320 -0.192 -0.328 0.000
O -3.899 -1.323 -2.008 0.015 -0.061 0.012 0.000
O -1.952 0.300 -1.506 -0.108 0.125 -0.025 -0.008
P 0.160 -2.044 -1.251 0.185 -0.172 -0.060 0.000
O 0.939 -2.933 -0.167 -0.073 0.019 -0.089 0.000
O 0.471 -2.842 -2.585 0.485 0.145 0.133 0.000
O 0.642 -0.647 -1.314 -0.187 0.354 0.122 -0.001
H -2.424 -4.158 -1.796 0.064 0.081 -0.082 0.000
H -0.387 -3.289 -2.787 -0.338 -0.184 -0.151 0.000
H -2.740 -2.835 -2.691 -0.016 -0.088 0.016 0.000
H -2.960 -3.375 0.375 0.008 0.002 -0.003 0.000
H -1.543 -2.648 1.132 0.036 0.014 0.023 0.000
H -1.365 -4.161 0.221 0.024 -0.003 0.019 0.000
H -2.615 -0.336 0.915 0.371 0.207 0.341 0.000
H 0.913 -2.580 0.742 0.023 0.164 0.178 0.000
F -1.337 2.202 1.944 0.071 0.049 -0.093 -0.002
C -1.488 2.436 0.567 0.039 -0.153 -0.101 -0.027
F -2.867 2.349 0.377 0.141 -0.020 -0.027 -0.004
C -1.229 3.950 0.460 -0.156 0.161 0.109 -0.004
F -1.530 4.445 -0.740 0.038 -0.117 -0.288 0.000
F 0.033 4.289 0.752 0.294 -0.188 -0.054 0.000
F -1.988 4.667 1.337 -0.213 -0.035 0.208 -0.002

(3)
16
Properties=species:S:1:pos:R:3:forces:R:3:nbo_charge:R:1 method="wB97M-V/def2-TZVPD" e_tot_ha=-271.713987 homo_ev=-10.061 smiles=OCC1CCC1
O 2.715 0.084 0.166 0.066 0.283 0.092 -0.715
C 1.511 -0.552 0.554 -0.348 -0.287 0.085 -0.055
C 0.322 -0.206 -0.324 0.129 -0.044 -0.040 -0.240
C -1.004 -0.946 -0.036 -0.122 -0.119 0.026 -0.398
C -1.760 0.366 -0.350 -0.145 0.001 -0.020 -0.394
C -0.436 1.131 -0.124 0.075 0.175 0.016 -0.405
H 2.684 0.996 0.476 0.040 -0.059 -0.111 0.464
H 1.705 -1.629 0.487 -0.032 0.132 -0.004 0.178
H 1.265 -0.334 1.607 0.060 -0.022 -0.162 0.153
H 0.610 -0.326 -1.375 -0.035 0.009 0.131 0.207
H -1.088 -1.208 1.027 0.032 0.039 -0.149 0.197
H -1.240 -1.830 -0.636 0.061 0.136 0.110 0.207
H -2.075 0.405 -1.398 0.066 0.000 0.163 0.201
H -2.615 0.626 0.282 0.163 -0.041 -0.111 0.202
H -0.354 1.485 0.911 0.010 -0.074 -0.134 0.193
H -0.206 1.960 -0.800 -0.020 -0.130 0.109 0.206